Molecular formula: C11H23Cl2N2O12S4
Method: DFT, ωB97M-V/def2-TZVPD

Each line ends with the natural charge from an NBO analysis.
Cartesian coordinates (Å):
C -1.93675 0.18373 1.41437  -0.616
C -2.24917 0.17647 -0.08466  -0.397
C -1.01931 0.22528 -0.99265  -0.406
C -0.33447 -1.12121 -1.20519  -0.235
N 0.18398 -1.73162 0.03326  -0.859
S 1.61698 -1.10883 0.63157  2.431
O 1.38423 0.27646 0.93535  -0.980
O 1.93603 -1.97286 1.74291  -0.986
N 2.72669 -1.38007 -0.50286  -1.266
S 3.03938 -0.30443 -1.62992  2.317
O 2.11077 0.78366 -1.76218  -0.960
O 3.39223 -0.98102 -2.85790  -0.982
C 4.64613 0.40237 -1.10517  -0.473
Cl 5.73697 -0.94182 -0.67223  -0.041
C 4.68096 1.41490 0.04419  -0.204
C 4.34605 0.86555 1.43821  -0.643
Cl 3.72675 2.87539 -0.34363  -0.053
H -0.97204 -0.25690 1.63414  0.236
H -2.69502 -0.38729 1.95572  0.192
H -1.96340 1.18688 1.83986  0.193
H -2.88670 -0.66726 -0.35455  0.188
H -2.84069 1.06928 -0.30548  0.191
H -0.30816 0.97353 -0.65213  0.241
H -1.35782 0.52498 -1.98743  0.190
H -1.10432 -1.79901 -1.57192  0.204
H 0.42136 -1.05530 -1.99029  0.195
H 0.40305 -2.70711 -0.12821  0.383
H 5.10198 0.84301 -1.98632  0.239
H 5.70631 1.77824 0.05767  0.208
H 3.50663 1.40917 1.85984  0.243
H 4.11666 -0.19363 1.41833  0.247
H 5.19902 1.02357 2.09769  0.199
C -0.36951 1.00824 5.55342  -0.098
C -0.82192 0.73359 6.97284  -0.101
O -2.17351 1.21664 7.00770  -0.696
S -2.86333 0.98421 5.57722  2.551
O -3.62171 -0.21234 5.61539  -0.902
O -3.44125 2.21036 5.16609  -0.900
O -1.52335 0.70994 4.76110  -0.673
H -0.10297 2.05619 5.40566  0.193
H 0.45161 0.37182 5.23586  0.229
H -0.23345 1.26370 7.71602  0.206
H -0.82504 -0.33554 7.19405  0.193
C -3.05828 -1.18919 -6.74633  -0.097
C -1.67699 -0.70064 -6.35655  -0.101
O -1.90186 0.00925 -5.13542  -0.679
S -3.06668 -0.69150 -4.29884  2.553
O -2.50132 -1.57354 -3.34799  -0.894
O -4.00621 0.30066 -3.92951  -0.893
O -3.65849 -1.57421 -5.50415  -0.692
H -3.65552 -0.39233 -7.19439  0.188
H -3.03063 -2.04851 -7.41067  0.206
H -1.24401 -0.02393 -7.08713  0.211
H -0.98990 -1.52699 -6.16475  0.201

Atomic forces in eV per Å
C -0.3842 -0.2297 0.2121
C 0.1898 0.4856 0.0446
C -0.1227 -0.2010 -0.2119
C -0.4212 -0.0434 0.2469
N 0.3481 0.2118 -0.1424
S 0.0675 -0.5098 0.1574
O -0.0457 0.1232 -0.0596
O 0.0416 -0.0081 -0.1703
N -0.4171 0.6829 -0.1156
S 0.3583 -0.6442 -0.1200
O -0.0017 0.2164 0.0645
O 0.0306 -0.1084 0.1607
C -0.0786 0.1641 0.1246
Cl 0.2134 -0.0085 -0.0167
C 0.3119 -0.3410 0.2664
C 0.0560 0.3733 0.0367
Cl -0.0125 0.2262 -0.0766
H 0.0288 -0.0070 0.0290
H 0.0075 -0.0323 0.0786
H 0.1438 0.1223 -0.1216
H 0.0942 -0.1743 -0.0118
H -0.1262 -0.0306 -0.0450
H 0.0595 0.0290 0.0304
H 0.0949 0.1451 -0.0802
H 0.0988 -0.1477 0.0923
H 0.1346 0.0799 0.0474
H -0.1504 -0.1515 0.0435
H -0.2885 0.1146 -0.1714
H 0.0290 -0.0054 -0.0542
H -0.1444 -0.1616 -0.0536
H -0.0497 -0.0504 0.0109
H 0.0788 -0.0672 0.0038
C 0.1973 0.2006 0.0168
C 0.0525 -0.2527 0.0108
O 0.0867 0.1614 -0.0808
S 0.4412 -0.0493 0.0047
O -0.1720 -0.0603 -0.0819
O -0.1889 0.0881 0.0372
O -0.2354 -0.1426 0.0949
H -0.0030 -0.0073 0.0189
H -0.0892 -0.0703 -0.1266
H -0.1194 0.0980 0.0373
H 0.0242 0.0064 -0.0164
C -0.0473 0.1630 -0.1290
C 0.1526 -0.2530 -0.0211
O -0.1942 0.1599 -0.0592
S 0.2132 -0.0047 -0.1949
O -0.2617 -0.1585 0.0049
O -0.0733 0.0755 0.0972
O 0.1200 -0.0356 0.0097
H 0.0232 0.0029 -0.0018
H -0.0503 -0.0911 0.1002
H -0.0032 0.1227 0.0978
H -0.0169 -0.0055 -0.0173

Calculated values
Charge ... -1
Energy relative to the best compared isomer or geometry (same formula, charge and spin) ... 0.000 eV
HOMO ... -5.966 eV